The following is a DFT calculation (wB97M-V/def2-TZVPD) of a 3-piece molecular cluster, C16H33Cl2N3O5 overall in a non-equilibrium geometry.

Structure (XYZ):
```
59
Properties=species:S:1:pos:R:3:forces:R:3:lowdin_charge:R:1
C 2.988987 -0.332666 1.715170 -0.5172 -0.4628 -0.5528 -0.108
C 1.779002 -1.346932 1.163417 0.1443 0.3838 0.6228 -0.357
C 0.763203 -1.561483 2.435939 0.8679 -0.6955 0.8168 -0.119
C 1.081656 -0.717086 -0.180710 1.0611 0.0110 -0.3153 -0.273
C 2.252075 -0.729629 -1.375650 0.1129 0.2853 -0.0939 -0.087
C -0.258812 -1.505754 -0.701823 0.9077 -0.5560 -0.8468 -0.092
O -1.498974 -0.664474 -0.623229 1.6928 -1.3800 -1.6479 -0.178
N -1.775657 -0.374680 0.659967 -3.2437 -0.5664 2.2718 -0.124
C -2.733637 -1.398598 1.276664 -2.6377 -1.3700 6.7250 -0.243
O -3.043289 -1.379436 2.601750 2.4217 0.3804 -8.4434 -0.038
O -3.373023 -2.505645 0.502856 2.7905 1.9607 1.8802 -0.021
C -2.297064 1.033945 0.848362 0.2311 0.5514 1.5575 -0.552
Cl -3.985409 1.294016 0.037959 1.6559 -0.1945 0.5101 0.541
C -1.232796 2.224453 0.470558 -0.4571 0.8011 1.7457 -0.663
C -1.738733 3.704410 1.063449 0.3576 0.1157 -1.0277 -0.162
Cl -0.954005 2.477792 -1.346823 -0.0855 -0.5457 1.7551 0.535
H 3.415547 -0.740086 2.740921 -1.0533 0.9727 -2.0726 0.086
H 2.474897 0.732955 1.829259 1.3255 -2.1626 -0.0427 0.084
H 3.889262 -0.255090 0.969753 -1.9429 0.0298 1.4728 0.056
H 2.252779 -2.384132 0.859973 -0.9401 1.9871 0.6603 0.142
H 0.258243 -2.643272 2.430664 0.7713 2.5524 -0.1398 0.089
H -0.014549 -0.702415 2.600246 1.3954 -1.7673 -0.5822 0.074
H 1.453742 -1.564574 3.409756 -1.5404 -0.0479 -2.0581 0.080
H 0.845420 0.426426 -0.004817 0.1903 -2.4501 -0.2423 0.106
H 1.978739 -1.467450 -2.259385 0.4568 1.6473 1.7755 0.078
H 2.377784 0.385384 -1.782813 -0.2188 -2.6265 0.7125 0.096
H 3.301641 -1.085355 -0.960428 -2.2787 0.8215 -0.7732 0.079
H -0.406348 -2.563695 -0.176645 0.1149 2.3947 -0.7628 0.143
H -0.147338 -1.757553 -1.862955 -0.4480 0.8206 2.5935 0.141
H -3.382553 -3.348463 1.067581 0.0618 2.1585 -0.5164 0.149
H -2.516322 1.148121 2.016299 0.5069 -0.4296 -2.6947 0.148
H -0.230120 1.996000 1.076128 -2.0571 0.2111 -1.7898 0.122
H -0.880831 4.479243 0.767883 -1.8328 -1.7811 0.8299 0.088
H -1.882650 3.678633 2.225646 0.2347 -0.0256 -2.2788 0.088
H -2.711050 4.087607 0.499363 2.0053 -1.0914 1.3595 0.085
C 4.794647 4.970042 2.384948 -0.4059 -0.1180 0.2008 -0.082
N 4.530771 3.660613 1.836144 0.2913 -0.3933 -0.4233 0.001
C 5.288350 2.947239 0.953899 -0.5533 -0.7600 -0.0616 -0.535
C 6.569033 3.563207 0.463523 0.2224 -0.0345 -0.1519 -0.013
O 4.915223 1.836341 0.584935 0.3067 0.6604 0.0822 0.012
H 4.840915 4.878217 3.472931 0.1101 0.3133 -0.0239 0.084
H 3.962036 5.624396 2.114915 0.2047 0.2368 0.1209 0.083
H 5.727866 5.397126 2.015555 -0.1819 -0.1742 0.0208 0.077
H 3.684532 3.180512 2.120037 0.2358 0.1250 -0.0597 0.136
H 7.061782 2.877881 -0.231956 -0.2480 0.0764 0.2018 0.087
H 6.357014 4.497070 -0.063916 0.1479 0.0168 0.1506 0.086
H 7.242924 3.744971 1.305035 -0.0288 0.1697 -0.1265 0.086
C -5.004879 -3.048480 -1.985114 0.1553 -0.3069 0.3508 -0.079
N -5.082826 -4.326730 -2.652514 -0.0801 -0.2330 -0.7642 -0.001
C -5.145574 -4.576581 -3.992224 -0.0581 -1.0089 0.2068 -0.553
C -5.135037 -3.402313 -4.930850 -0.0036 0.0909 -0.2739 -0.017
O -5.208307 -5.734968 -4.396767 0.0391 0.5532 0.0728 0.014
H -4.088725 -3.032701 -1.389551 -0.3021 0.3570 -0.1968 0.056
H -5.867312 -2.960854 -1.319629 0.0946 0.3249 0.0432 0.088
H -4.998675 -2.211886 -2.684985 -0.0164 -0.2245 0.0628 0.082
H -5.094447 -5.166700 -2.085480 -0.0019 0.2263 -0.1807 0.141
H -5.190044 -3.758786 -5.963355 0.0091 -0.0641 0.3203 0.085
H -6.000968 -2.762878 -4.739721 0.1933 0.1084 0.0024 0.084
H -4.208116 -2.835254 -4.810141 -0.1833 0.1265 0.0183 0.084
```
Positions in Å, forces in eV/Å.

LUMO energy: 0.2651 eV
calculated total energy: -56873.5133 eV
spin multiplicity: 1
HOMO-LUMO gap: 9.4 eV
structure (SMILES): CC(C)[C@@H](C)CON(C(=O)O)[C@H](Cl)[C@H](C)Cl.CNC(C)=O.CNC(C)=O
ΔE to the lowest compared entry with this formula, charge and spin: 3.6282 eV

The following is a DFT calculation (wB97M-V/def2-TZVPD) of a 3-piece molecular cluster, C16H34BNO11S2 overall in a non-equilibrium geometry.

Structure (XYZ):
```
65
Properties=species:S:1:pos:R:3:forces:R:3:lowdin_charge:R:1
C -0.359794 1.303578 2.580370 -0.2621 -0.1677 -0.0404 -0.102
C -0.521142 1.302482 0.915956 1.0504 -1.2824 1.8352 -0.199
N -1.874470 0.659105 0.646972 0.5638 -2.0169 -1.6937 -0.137
C -2.522572 1.182147 -0.615393 0.3483 0.7055 -1.8328 -0.177
C -3.650905 2.348789 -0.390361 1.0829 0.4719 -0.0447 -0.072
C -4.373401 2.350667 1.080228 -0.3688 2.1403 -0.9211 -0.255
B -5.184153 1.025818 1.616330 0.7330 -1.8613 0.6863 -0.288
C -6.791165 0.719929 1.460749 -0.4998 -0.2572 0.6558 -0.032
O -4.363517 0.009886 2.365821 -1.9313 3.0511 0.9135 -0.025
C -3.480264 3.179243 2.178065 0.5267 -1.3631 -2.3935 -0.066
O -3.929014 4.576737 2.075375 -3.2365 -1.5271 0.8755 -0.027
C -5.376552 4.520274 1.813415 -1.7996 1.3402 1.4592 -0.222
O -6.307300 5.334378 2.323519 6.4392 -5.7673 -4.0502 0.035
O -5.487956 3.342345 0.920157 -0.9682 2.9847 2.2703 -0.056
C -1.538687 -0.836097 0.472155 1.4052 -3.1341 -4.6223 -0.252
C -1.603841 -1.917237 1.736893 0.9380 1.1942 0.5521 -0.026
O -1.129049 -1.354340 -0.714565 -2.6511 3.4589 7.0369 -0.063
H -0.230568 2.408627 2.942508 0.0152 -2.2587 -0.4134 0.074
H 0.518431 0.580766 2.922587 -1.6610 1.9087 -0.7468 0.083
H -1.340067 0.850609 3.082740 2.0042 1.1214 -1.2807 0.075
H -0.399307 2.371212 0.447444 -0.3848 -2.2416 0.8702 0.136
H 0.301451 0.528169 0.540999 -1.3757 2.2506 0.3327 0.120
H -1.643766 1.672614 -1.257763 -2.0721 -1.0870 0.9866 0.133
H -3.011621 0.357796 -1.297542 1.1897 1.3241 1.7319 0.137
H -4.397183 2.305272 -1.302307 1.2458 0.0125 2.1390 0.141
H -3.078598 3.390763 -0.492557 -1.4347 -2.0473 0.3839 0.140
H -6.963156 -0.299396 0.866332 0.3428 2.2637 1.1707 0.099
H -7.197632 0.496828 2.560653 0.8663 0.3732 -2.2383 0.095
H -7.433675 1.608202 1.051521 1.3193 -1.8771 0.5349 0.080
H -4.404794 0.371859 3.320886 0.2611 -1.1369 -1.9831 0.124
H -3.654300 2.576869 3.166085 0.8411 2.0150 -1.3041 0.150
H -2.421709 3.207843 1.680090 -1.7255 -0.2947 1.9128 0.137
H -1.912849 -2.997358 1.407562 0.4836 2.3984 0.3251 0.096
H -0.483366 -1.986573 2.140107 -2.3036 0.1425 -0.9399 0.096
H -2.243273 -1.512335 2.645978 1.1624 -0.8429 -2.2009 0.075
C 5.852488 0.375947 1.444997 -0.2302 -0.2224 0.1583 -0.076
C 5.915256 1.604789 0.556859 0.5085 -0.0401 1.0553 -0.275
O 5.214233 1.401267 -0.662561 -1.2834 0.0693 -0.6363 -0.259
S 3.584694 1.442132 -0.641457 0.6510 0.2582 -0.6315 0.626
C 3.339692 1.503737 -2.398624 0.1563 -0.0350 -0.0347 -0.110
O 3.153354 2.699960 -0.069680 0.2086 -1.1571 0.0496 -0.288
O 3.094179 0.169780 -0.160479 0.1325 1.1196 0.1463 -0.308
H 4.831863 0.191863 1.793320 0.1417 0.0515 -0.0211 0.068
H 6.490694 0.501878 2.324615 -0.0175 0.0377 -0.1469 0.082
H 6.173532 -0.515279 0.896379 0.0363 0.1628 0.0615 0.088
H 5.537164 2.490485 1.077783 -0.0942 -0.0632 -0.1558 0.117
H 6.960411 1.803341 0.297368 -0.2975 0.0179 -0.2993 0.125
H 3.742215 2.442271 -2.782872 -0.0213 -0.1105 0.1646 0.076
H 2.264570 1.450024 -2.590528 0.1610 -0.0463 0.1997 0.082
H 3.840535 0.648069 -2.855625 -0.1127 0.0451 0.1299 0.071
C 3.084970 -5.772591 -4.157941 0.3707 0.0019 -0.0071 -0.080
C 1.906259 -4.844312 -3.930516 0.1869 -0.4969 -0.9353 -0.278
O 1.899015 -4.328045 -2.606410 0.4149 0.9358 0.6974 -0.264
S 2.959876 -3.151349 -2.222386 -0.5681 -0.2516 0.6224 0.627
C 2.239998 -2.701229 -0.663340 -0.0413 -0.1679 0.0243 -0.120
O 2.792906 -2.048488 -3.144846 0.4848 -0.8439 0.2811 -0.293
O 4.249733 -3.753441 -1.968264 -0.7063 0.5963 -0.5811 -0.290
H 4.031837 -5.226022 -4.118007 -0.1404 -0.0723 -0.0191 0.070
H 3.014883 -6.253128 -5.138281 -0.0852 0.0502 0.1063 0.080
H 3.124040 -6.545783 -3.384002 -0.0838 0.0864 -0.1343 0.085
H 1.894663 -4.030974 -4.663400 0.0252 0.0415 0.1812 0.115
H 0.977623 -5.409993 -4.059918 0.0318 0.2621 0.3167 0.123
H 1.247538 -2.281929 -0.835752 0.0733 -0.0487 -0.0510 0.055
H 2.887448 -1.953525 -0.197136 -0.0703 -0.2038 -0.3038 0.043
H 2.184093 -3.588925 -0.030305 0.0246 0.0300 -0.2044 0.079
```
Positions in Å, forces in eV/Å.

LUMO energy: 0.0997 eV
calculated total energy: -63495.9525 eV
spin multiplicity: 1
HOMO-LUMO gap: 9.6 eV
structure (SMILES): CCN(CC[C@@]1(B(C)O)COC(=O)O1)C(C)=O.CCOS(C)(=O)=O.CCOS(C)(=O)=O

Respective HOMO energy values: -0.3355; -0.3490 hartree.